No. 1
{"formula": "C2H3N2O2", "method": "ωB97M-V with the def2-TZVPD basis set", "total_charge": -1, "spin_multiplicity": 1, "smiles": "O=C([O-])N1CN1", "e_above_lowest_kj_mol": 379.6, "symbols": ["N", "O", "H", "C", "O", "C", "H", "N", "H"], "positions_angstrom": [[0.151488, 0.912159, -0.843573], [1.221301, -2.180449, -1.129116], [-0.393259, 1.095779, -1.735816], [-0.459519, 0.918323, 0.464823], [0.646831, -1.689023, 1.305173], [0.524884, -1.339761, 0.162884], [-1.627479, 1.040179, 0.637465], [-0.142170, -0.283189, -0.195080], [0.077923, 1.525981, 1.333241]], "forces_ev_per_a": [[0.87, 1.24, -2.05], [-3.00, 3.63, 4.78], [0.09, -0.58, 1.75], [-2.50, 1.74, 2.00], [-0.44, -0.18, 1.08], [6.11, -6.27, -4.75], [2.29, -0.03, -0.71], [-2.96, 2.36, -0.17], [-0.47, -1.92, -1.93]], "mulliken_charge": [-0.584, -0.862, 0.213, -0.057, -0.583, 0.383, 0.164, 0.107, 0.219]}

No. 2
{"formula": "C2H3N2O2", "method": "ωB97M-V with the def2-TZVPD basis set", "total_charge": -1, "spin_multiplicity": 1, "e_above_lowest_kj_mol": 148.7, "symbols": ["H", "H", "N", "C", "H", "O", "N", "C", "O"], "positions_angstrom": [[-3.521119, -0.202568, 1.389415], [3.488748, -0.665562, -1.046552], [-0.790026, 0.861752, -0.043937], [3.042995, -0.238598, -0.040674], [0.117046, 0.406650, 0.082132], [3.710260, 0.648491, 0.481747], [-1.739643, 0.315342, 0.456704], [-2.811299, -0.167554, 0.604740], [1.983097, -0.768211, 0.308856]], "forces_ev_per_a": [[-0.13, 0.16, 0.61], [-0.35, 0.32, 0.79], [1.04, 1.22, -0.32], [0.95, -0.56, -1.61], [0.27, -0.51, 0.34], [0.50, 0.75, 0.46], [-0.33, -0.37, -0.50], [-0.55, -0.66, -0.08], [-1.40, -0.33, 0.32]], "mulliken_charge": [0.192, 0.223, -0.847, 0.019, 0.380, -0.596, 0.572, -0.307, -0.638]}

No. 3
{"formula": "C2H3N2O2", "method": "ωB97M-V with the def2-TZVPD basis set", "total_charge": -1, "spin_multiplicity": 3, "e_above_lowest_kj_mol": 26.1, "s2": 2.007, "symbols": ["C", "H", "O", "O", "N", "H", "N", "C", "H"], "positions_angstrom": [[-2.050189, 0.076305, 0.491297], [1.699050, 0.150014, 0.725270], [-2.740876, 1.006276, 0.124237], [-2.194627, -1.117870, 0.697419], [-0.426479, 0.273163, 0.534138], [2.291287, 0.536523, -0.953263], [0.080849, 0.190360, -0.572537], [1.602374, -0.019547, -0.358223], [1.738611, -1.095225, -0.688338]], "forces_ev_per_a": [[0.02, -1.59, -0.68], [0.75, -0.33, -0.56], [0.65, 0.40, 0.53], [-1.00, -0.17, 0.51], [-2.76, 1.63, 2.64], [0.04, 1.02, -0.50], [4.11, 0.37, -2.63], [-2.11, -2.22, -0.21], [0.31, 0.89, 0.90]], "mulliken_charge": [0.610, 0.310, -0.596, -0.618, -0.250, 0.212, -0.197, -0.622, 0.150]}

No. 4
{"formula": "C2H3N2O2", "method": "ωB97M-V with the def2-TZVPD basis set", "total_charge": 1, "spin_multiplicity": 1, "e_above_lowest_kj_mol": 918.8, "symbols": ["H", "O", "N", "C", "C", "H", "N", "O", "H"], "positions_angstrom": [[0.791374, -1.291070, -0.581810], [-0.346780, 1.091133, -1.452744], [-0.843403, 1.912939, -0.412349], [-0.233658, 0.873601, -0.010221], [0.013502, -0.214192, 1.022151], [1.483851, -1.758725, 0.826209], [0.605134, -1.360988, 0.364451], [-1.433590, 2.895815, -0.326971], [-0.036431, -2.148512, 0.571284]], "forces_ev_per_a": [[0.41, -0.05, -2.90], [-0.05, 0.58, -1.26], [-0.91, 1.10, 0.45], [2.11, -6.46, 4.63], [-1.16, 5.35, -2.29], [-0.99, 1.20, -0.27], [0.73, -2.14, 2.52], [-0.05, 0.20, -0.43], [-0.10, 0.22, -0.45]], "mulliken_charge": [0.308, -0.301, 0.621, 0.582, -0.436, 0.420, -0.252, -0.346, 0.403]}